Below is one molecule with the formula C2H3IO, with properties calculated with ωB97M-V/def2-TZVPD.

Summary:
Total energy = -450.891808 Ha
Highest occupied orbital energy = -9.50 eV
Frontier orbital gap = 0.3427 Ha
LUMO energy = -0.18 eV
Energy above the lowest of the compared OMol25 structures with the same formula, charge and spin = 23.20 kcal/mol
SMILES string = O=CCI

Each line ends with the natural charge from an NBO analysis.
Atoms and positions in Å:
C  -0.707  -0.795  -0.114  0.447
C  0.277  0.547  0.284  -0.594
O  -1.314  -0.764  -1.144  -0.482
I  2.226  0.280  -0.757  0.053
H  -0.773  -1.429  0.776  0.129
H  -0.081  1.424  -0.347  0.240
H  0.371  0.737  1.302  0.208

Cartesian forces (eV/Å) of the 6 atoms listed first:
1.4162 4.1897 0.5036
-1.2299 -1.3179 -4.6475
0.3774 -0.9379 0.8765
-0.7661 -0.0921 0.8240
-0.3010 -0.8953 -0.4573
0.0919 -1.1545 1.2475